(1)
{"formula": "C3H9OPS", "method": "ωB97M-V with the def2-TZVPD basis set", "species": ["C", "C", "S", "O", "P", "C", "H", "H", "H", "H", "H", "H", "H", "H", "H"], "xyz": [[0.26, -1.87, -0.97], [-0.81, -1.55, 0.07], [-0.25, -0.31, 1.39], [1.23, -0.32, 1.25], [-1.13, 1.63, 0.51], [0.55, 2.24, -0.05], [1.19, -1.60, -0.57], [0.16, -2.90, -1.28], [0.13, -1.19, -1.75], [-1.26, -2.42, 0.65], [-1.71, -1.12, -0.31], [-0.99, 2.40, 1.63], [1.30, 1.57, 0.35], [0.55, 2.18, -1.11], [0.78, 3.27, 0.20]], "lowdin_charge": [-0.118, -0.425, 0.675, -0.626, 0.704, -0.388, 0.037, 0.077, 0.056, 0.091, 0.030, -0.133, -0.010, 0.004, 0.027], "charge": 0, "lumo_energy_ev": 0.60, "relative_energy_kj_mol": 314.3, "orbital_gap_ev": 9.236, "smiles": "CCS(=O)#[PH]C", "homo_energy_ev": -8.64, "e_tot_ev": -25426.8238}

=====

(2)
{"formula": "C6H12N2", "method": "ωB97M-V with the def2-TZVPD basis set", "species": ["C", "C", "N", "N", "C", "C", "C", "C", "H", "H", "H", "H", "H", "H", "H", "H", "H", "H", "H", "H"], "xyz": [[0.00, -0.91, -0.92], [1.07, -1.43, -0.01], [-0.55, -1.84, -1.78], [1.27, 1.86, 0.34], [-0.34, 0.42, -1.06], [-1.15, 0.68, 0.69], [0.03, 1.66, -0.31], [-0.83, 0.44, 1.96], [-1.09, -1.48, -2.56], [-0.17, -2.77, -1.81], [1.75, 1.01, 0.61], [1.14, 2.40, 1.20], [-1.06, 0.63, -1.85], [-2.20, 0.79, 0.43], [-0.49, 2.56, -0.63], [1.14, -2.52, -0.09], [0.85, -1.19, 1.03], [2.04, -1.00, -0.28], [0.19, 0.40, 2.32], [-1.58, 0.30, 2.72]], "lowdin_charge": [-0.396, -0.037, 0.073, 0.043, -0.152, -0.131, -0.253, -0.079, 0.089, 0.084, 0.056, 0.083, 0.117, 0.095, 0.126, 0.075, 0.055, 0.086, 0.027, 0.038], "charge": 0, "lumo_energy_ev": 1.02, "relative_energy_kj_mol": 386.6, "orbital_gap_ev": 6.941, "homo_energy_ev": -5.92, "e_tot_ev": -9392.8426}

=====

(3)
{"formula": "C4H12NO2", "method": "ωB97M-V with the def2-TZVPD basis set", "species": ["C", "N", "C", "O", "C", "C", "H", "H", "H", "H", "H", "H", "H", "H", "H", "H", "H", "H", "O"], "xyz": [[0.89, 0.47, -0.52], [0.24, -0.43, -1.95], [-0.67, -1.39, -1.37], [-0.05, -2.41, -0.46], [-0.11, 1.63, -0.28], [-0.74, 1.36, 1.11], [1.05, -0.11, 0.40], [1.82, 0.99, -0.81], [1.13, -0.45, -1.42], [-1.44, -0.95, -0.71], [-1.12, -1.94, -2.22], [-0.91, 1.71, -1.04], [0.33, 2.66, -0.24], [-0.55, 0.29, 1.27], [-0.11, 1.75, 1.91], [-1.74, 1.78, 1.31], [0.29, -1.91, 0.31], [0.80, -2.00, 2.42], [0.87, -1.05, 2.28]], "lowdin_charge": [-0.138, -0.010, -0.324, -0.130, -0.265, -0.146, 0.056, 0.110, -0.015, 0.101, 0.105, 0.091, 0.093, 0.026, 0.064, 0.063, 0.014, -0.154, -0.540], "charge": -1, "lumo_energy_ev": 4.08, "relative_energy_kj_mol": 414.5, "orbital_gap_ev": 7.467, "homo_energy_ev": -3.38, "e_tot_ev": -9923.9277}

=====

(4)
{"formula": "C47H42HfN9OSeTe", "method": "ωB97M-V with the def2-TZVPD basis set", "species": ["Hf", "N", "C", "C", "C", "C", "C", "C", "C", "N", "C", "C", "N", "C", "H", "H", "H", "H", "H", "H", "H", "C", "C", "C", "C", "C", "C", "Te", "N", "C", "O", "C", "C", "C", "C", "C", "C", "C", "C", "C", "C", "C", "C", "C", "C", "C", "C", "C", "C", "H", "H", "H", "H", "H", "H", "H", "H", "H", "H", "H", "H", "H", "H", "H", "H", "H", "H", "H", "H", "H", "H", "H", "H", "H", "H", "H", "N", "C", "C", "C", "N", "C", "N", "C", "N", "C", "Se", "N", "C", "C", "C", "C", "C", "C", "H", "H", "H", "H", "H", "H", "H", "H"], "xyz": [[-0.16, 0.22, 1.03], [-6.29, -8.09, -1.89], [-5.46, -7.38, -1.54], [-4.42, -6.49, -1.11], [-4.75, -5.34, -0.39], [-3.76, -4.48, 0.04], [-2.44, -4.78, -0.27], [-2.09, -5.92, -0.98], [-3.09, -6.78, -1.40], [-1.41, -3.88, 0.16], [-0.15, -4.21, 0.60], [0.48, -3.04, 0.88], [-0.38, -2.00, 0.60], [-1.51, -2.55, 0.16], [-5.79, -5.13, -0.16], [-4.01, -3.61, 0.62], [-1.06, -6.12, -1.23], [-2.85, -7.67, -1.96], [0.17, -5.23, 0.70], [1.48, -2.88, 1.24], [-2.37, -2.00, -0.17], [4.06, 7.03, -1.65], [3.07, 5.98, -1.35], [2.09, 6.17, -0.36], [1.17, 5.19, -0.06], [0.21, 5.39, 1.07], [1.17, 3.99, -0.86], [-0.47, 2.70, -0.65], [-1.96, 0.33, -0.01], [-2.46, 0.74, 1.11], [-1.58, 1.32, 2.00], [-3.83, 0.49, 1.58], [-4.89, 1.20, 1.01], [-6.19, 0.93, 1.42], [-6.43, -0.04, 2.38], [-5.37, -0.74, 2.94], [-4.07, -0.47, 2.55], [-0.68, 2.30, -2.70], [-0.39, 1.06, -3.26], [0.18, -0.11, -2.51], [-0.66, 0.89, -4.62], [-1.21, 1.89, -5.40], [-1.51, 1.68, -6.85], [-1.49, 3.11, -4.79], [-1.24, 3.35, -3.45], [-1.57, 4.71, -2.91], [2.23, 3.74, -1.81], [2.36, 2.44, -2.53], [3.13, 4.74, -2.04], [3.89, 7.95, -1.10], [4.07, 7.24, -2.72], [5.06, 6.65, -1.42], [2.08, 7.10, 0.18], [0.08, 6.45, 1.27], [0.62, 4.93, 1.97], [-0.77, 4.95, 0.89], [-4.70, 1.94, 0.25], [-7.01, 1.48, 0.99], [-7.44, -0.25, 2.69], [-5.57, -1.49, 3.70], [-3.24, -1.00, 3.01], [0.92, 0.20, -1.75], [0.69, -0.80, -3.18], [-0.63, -0.66, -2.03], [-0.42, -0.06, -5.08], [-1.31, 0.66, -7.15], [-0.90, 2.34, -7.47], [-2.55, 1.91, -7.06], [-1.91, 3.91, -5.39], [-1.99, 5.33, -3.70], [-0.69, 5.24, -2.53], [-2.31, 4.67, -2.10], [2.15, 1.59, -1.87], [3.36, 2.32, -2.93], [1.64, 2.38, -3.36], [3.93, 4.60, -2.76], [1.95, 0.20, 0.66], [3.13, 0.16, 0.57], [4.48, 0.11, 0.45], [5.17, -0.92, 1.15], [5.65, -1.75, 1.78], [5.08, 1.14, -0.31], [5.47, 2.03, -0.92], [3.39, -0.22, 4.08], [2.69, -1.49, 4.06], [1.37, -1.67, 3.94], [0.04, -0.36, 3.67], [1.10, -2.98, 4.10], [2.28, -3.68, 4.34], [2.55, -5.02, 4.56], [3.88, -5.35, 4.73], [4.90, -4.39, 4.69], [4.63, -3.05, 4.48], [3.29, -2.72, 4.31], [2.71, 0.55, 3.71], [4.27, -0.29, 3.45], [3.68, 0.01, 5.11], [0.16, -3.35, 4.12], [1.77, -5.77, 4.60], [4.14, -6.39, 4.91], [5.93, -4.70, 4.82], [5.42, -2.31, 4.43]], "mulliken_spin": [0.001, 0.000, 0.000, 0.000, 0.000, 0.000, 0.000, 0.000, 0.000, 0.000, 0.001, 0.000, 0.001, 0.001, 0.000, 0.000, 0.000, 0.000, 0.000, 0.000, 0.000, 0.000, 0.146, 0.108, 0.062, -0.010, 0.244, 0.210, 0.004, -0.012, 0.001, -0.003, 0.001, 0.000, 0.001, 0.000, 0.000, 0.020, -0.035, 0.018, 0.003, 0.002, 0.000, -0.002, -0.011, 0.016, 0.000, 0.021, 0.146, -0.002, 0.022, 0.027, 0.007, 0.001, 0.004, 0.005, 0.001, 0.000, 0.000, 0.000, 0.000, 0.005, 0.002, 0.000, 0.000, 0.000, 0.000, 0.000, 0.001, 0.000, 0.001, -0.002, -0.020, 0.000, 0.002, 0.001, 0.000, 0.006, -0.001, 0.000, 0.000, 0.000, 0.000, 0.000, 0.000, 0.000, 0.004, 0.000, 0.000, 0.000, 0.000, 0.000, 0.000, 0.000, 0.000, 0.000, 0.000, 0.000, 0.000, 0.000, 0.000, 0.000], "charge": 2, "lumo_energy_ev": [-5.32, -8.87], "multiplicity": 2, "relative_energy_kj_mol": 51.5, "orbital_gap_ev": [7.980, 4.410], "homo_energy_ev": [-13.30, -13.28], "e_tot_ev": -138812.9319}

=====

(5)
{"formula": "C27H49MoNP2", "method": "ωB97M-V with the def2-TZVPD basis set", "species": ["P", "P", "C", "C", "H", "H", "H", "H", "C", "H", "H", "H", "C", "H", "H", "H", "C", "H", "H", "H", "C", "H", "H", "H", "Mo", "C", "C", "C", "C", "C", "C", "C", "C", "C", "H", "H", "H", "H", "H", "H", "H", "H", "H", "H", "H", "H", "H", "H", "H", "C", "C", "C", "C", "C", "C", "C", "C", "N", "C", "C", "C", "C", "H", "H", "H", "H", "H", "H", "H", "H", "H", "H", "H", "H", "H", "H", "H", "H", "H", "H"], "xyz": [[0.59, -2.83, -0.23], [0.42, 1.59, -0.29], [0.47, -1.24, -1.50], [1.17, 0.17, -1.37], [-0.65, -1.12, -1.77], [0.95, -1.83, -2.26], [2.23, 0.02, -1.08], [1.17, 0.62, -2.37], [-0.88, 2.47, -1.22], [-1.46, 3.04, -0.48], [-1.59, 1.77, -1.70], [-0.40, 3.14, -1.95], [1.75, 2.80, -0.10], [1.49, 3.68, -0.71], [2.70, 2.35, -0.40], [1.77, 3.07, 0.97], [-0.45, -4.17, -0.81], [-0.49, -5.02, -0.11], [0.01, -4.52, -1.75], [-1.47, -3.83, -1.03], [2.22, -3.44, -0.74], [2.89, -2.60, -0.91], [2.05, -3.99, -1.66], [2.63, -4.11, 0.02], [-0.66, -0.41, 0.05], [0.47, 0.78, -4.42], [-0.81, 0.69, -4.05], [-1.83, -0.06, -4.86], [-1.42, -1.52, -5.20], [-0.56, -2.17, -4.16], [0.78, -2.21, -4.23], [1.62, -1.42, -5.18], [1.12, 0.03, -5.54], [0.81, -2.56, 1.53], [1.10, 1.59, -4.02], [-1.24, 1.36, -3.31], [-2.01, 0.48, -5.81], [-2.78, -0.08, -4.29], [-2.35, -2.10, -5.28], [-0.93, -1.53, -6.18], [-1.10, -2.69, -3.36], [1.36, -2.99, -3.70], [1.72, -1.98, -6.13], [2.63, -1.33, -4.75], [2.03, 0.58, -5.82], [0.50, -0.03, -6.44], [1.30, -1.59, 1.68], [1.45, -3.36, 1.96], [-0.13, -2.51, 2.08], [2.06, 0.51, 6.13], [1.41, 1.12, 4.92], [1.45, 2.52, 4.80], [0.82, 3.16, 3.72], [0.88, 4.66, 3.65], [0.09, 2.40, 2.81], [-0.01, 0.99, 2.93], [0.70, 0.37, 3.99], [-0.87, 0.25, 2.07], [-2.26, 0.14, 2.56], [-2.25, -0.59, 3.90], [-2.85, 1.54, 2.77], [-3.13, -0.61, 1.56], [3.13, 0.77, 6.15], [1.62, 0.89, 7.06], [1.97, -0.58, 6.14], [1.98, 3.12, 5.54], [0.45, 5.12, 4.55], [1.92, 5.01, 3.58], [0.33, 5.06, 2.79], [-0.41, 2.90, 1.97], [0.70, -0.73, 4.06], [-1.74, -1.55, 3.82], [-1.77, -0.01, 4.69], [-3.27, -0.78, 4.26], [-2.76, 2.14, 1.86], [-3.91, 1.47, 3.01], [-2.40, 2.08, 3.61], [-3.16, -0.10, 0.57], [-2.81, -1.66, 1.43], [-4.13, -0.62, 2.00]], "mulliken_spin": [0.073, 0.111, -0.014, -0.103, 0.037, -0.018, -0.011, 0.004, 0.047, -0.001, -0.028, 0.006, 0.029, -0.001, 0.003, 0.000, 0.019, 0.006, 0.003, -0.013, 0.005, 0.002, 0.000, 0.000, 1.597, -0.009, 0.034, -0.013, 0.003, 0.008, 0.004, -0.002, 0.002, 0.027, -0.005, -0.007, -0.001, -0.002, 0.000, 0.001, -0.014, 0.001, 0.000, 0.000, 0.000, 0.000, -0.004, -0.001, -0.015, 0.001, 0.004, -0.001, 0.000, 0.000, 0.011, 0.010, 0.026, 0.127, 0.029, 0.014, 0.006, 0.028, 0.000, 0.000, 0.000, 0.000, 0.000, 0.000, 0.000, -0.014, 0.002, -0.002, 0.000, 0.001, 0.004, 0.002, -0.001, -0.005, 0.000, -0.002], "charge": 2, "lumo_energy_ev": [-6.69, -7.16], "multiplicity": 3, "relative_energy_kj_mol": 330.2, "orbital_gap_ev": [6.227, 6.130], "homo_energy_ev": [-12.92, -13.29], "e_tot_ev": -50695.9971}

=====

(6)
{"formula": "C4H5F2NO", "method": "ωB97M-V with the def2-TZVPD basis set", "species": ["C", "C", "C", "C", "N", "O", "F", "F", "H", "H", "H", "H", "H"], "xyz": [[1.87, -1.40, 0.12], [3.41, 0.33, -0.57], [1.22, 0.87, 0.02], [-0.58, -0.72, -0.09], [0.88, -0.54, 0.10], [2.55, 1.08, 0.27], [1.44, -2.69, 0.14], [4.59, 0.37, 0.08], [1.03, 1.21, -0.93], [0.80, 1.54, 0.74], [-0.60, -1.88, -0.35], [-1.18, -0.55, 0.79], [-0.85, 0.09, -0.82]], "lowdin_charge": [-0.054, -0.030, -0.247, -0.008, -0.135, -0.110, 0.000, 0.016, 0.103, 0.147, 0.136, 0.079, 0.101], "charge": 0, "lumo_energy_ev": 0.60, "relative_energy_kj_mol": 417.2, "orbital_gap_ev": 9.351, "homo_energy_ev": -8.75, "e_tot_ev": -13196.4864}

=====

(7)
{"formula": "C25H30N2O4", "method": "ωB97M-V with the def2-TZVPD basis set", "species": ["C", "C", "C", "C", "O", "C", "C", "C", "C", "C", "O", "N", "C", "C", "C", "C", "C", "C", "C", "C", "C", "C", "C", "O", "N", "C", "C", "C", "O", "C", "C", "H", "H", "H", "H", "H", "H", "H", "H", "H", "H", "H", "H", "H", "H", "H", "H", "H", "H", "H", "H", "H", "H", "H", "H", "H", "H", "H", "H", "H", "H"], "xyz": [[-3.84, -2.01, 0.37], [-3.92, -1.37, -1.01], [-2.56, -1.30, -1.71], [-1.98, -2.68, -2.04], [-1.45, -3.36, -0.91], [-0.35, -2.87, -0.30], [-0.06, -3.40, 0.96], [1.01, -2.94, 1.70], [1.82, -1.92, 1.20], [2.90, -1.36, 2.06], [3.67, -2.04, 2.70], [2.99, 0.00, 2.06], [2.04, 0.91, 1.55], [0.73, 0.73, 1.85], [-0.38, 1.41, 1.27], [-1.65, 1.10, 1.61], [-2.85, 1.66, 1.04], [-2.85, 2.49, -0.09], [-4.03, 2.97, -0.62], [-5.24, 2.64, -0.04], [-5.27, 1.82, 1.08], [-4.09, 1.33, 1.61], [2.55, 1.97, 0.63], [1.89, 2.93, 0.27], [3.82, 1.77, 0.22], [4.46, 2.59, -0.77], [4.85, 1.77, -2.01], [5.88, 0.69, -1.68], [5.38, -0.33, -0.84], [1.58, -1.44, -0.08], [0.51, -1.90, -0.83], [-3.54, -3.05, 0.30], [-4.81, -1.96, 0.86], [-3.11, -1.48, 0.99], [-4.30, -0.35, -0.91], [-4.62, -1.92, -1.63], [-2.68, -0.75, -2.65], [-1.86, -0.75, -1.08], [-1.22, -2.59, -2.82], [-2.77, -3.34, -2.40], [-0.71, -4.17, 1.35], [1.22, -3.34, 2.68], [3.78, 0.38, 2.57], [0.49, -0.07, 2.55], [-0.16, 2.17, 0.55], [-1.81, 0.36, 2.38], [-1.91, 2.75, -0.55], [-4.00, 3.61, -1.49], [-6.16, 3.02, -0.45], [-6.21, 1.56, 1.54], [-4.12, 0.69, 2.48], [4.30, 0.90, 0.44], [3.75, 3.38, -1.04], [5.36, 3.05, -0.34], [3.95, 1.31, -2.43], [5.27, 2.44, -2.76], [6.27, 0.25, -2.61], [6.72, 1.13, -1.14], [4.74, -0.86, -1.33], [2.23, -0.69, -0.51], [0.35, -1.50, -1.81]], "lowdin_charge": [-0.094, -0.242, -0.178, -0.186, -0.056, -0.265, 0.014, -0.008, -0.168, -0.438, 0.085, 0.120, -0.175, -0.007, -0.056, -0.040, -0.234, -0.028, -0.083, -0.091, -0.087, -0.054, -0.434, 0.053, 0.069, -0.173, -0.159, -0.259, -0.077, -0.025, 0.000, 0.069, 0.073, 0.060, 0.091, 0.108, 0.117, 0.100, 0.117, 0.132, 0.121, 0.124, 0.163, 0.131, 0.095, 0.113, 0.110, 0.103, 0.100, 0.103, 0.113, 0.107, 0.118, 0.125, 0.117, 0.113, 0.117, 0.122, 0.092, 0.112, 0.112], "charge": 0, "lumo_energy_ev": -0.24, "relative_energy_kj_mol": 111.9, "orbital_gap_ev": 7.592, "smiles": "CCCCOc1ccc(C(=O)N/C(=C/C=C/c2ccccc2)C(=O)NCCCO)cc1", "homo_energy_ev": -7.83, "e_tot_ev": -37582.3062}

=====

(8)
{"formula": "C18H29FNO15PS6", "method": "ωB97M-V with the def2-TZVPD basis set", "species": ["C", "C", "C", "S", "C", "C", "O", "O", "C", "C", "C", "O", "C", "O", "C", "S", "O", "S", "O", "O", "C", "C", "N", "C", "P", "S", "C", "F", "H", "H", "H", "H", "H", "H", "H", "H", "H", "H", "H", "H", "H", "H", "H", "H", "H", "H", "H", "H", "H", "C", "C", "O", "S", "O", "O", "O", "H", "H", "H", "H", "C", "C", "O", "S", "O", "O", "O", "H", "H", "H", "H"], "xyz": [[-4.98, 2.80, 3.71], [-4.38, 2.51, 2.56], [-3.46, 2.18, 1.27], [-3.80, 3.40, -0.14], [-2.10, 3.88, -0.72], [-2.06, 4.79, -2.04], [-2.83, 5.81, -2.07], [-1.20, 4.57, -3.17], [0.21, 4.50, -2.79], [1.02, 3.74, -3.97], [0.00, 2.70, -4.68], [2.30, 3.18, -3.58], [2.19, 2.15, -2.58], [1.84, 0.94, -2.84], [2.59, 2.41, -1.00], [2.52, 0.77, -0.06], [-2.07, 2.35, 1.61], [-1.31, 0.94, 2.13], [-0.14, 1.30, 3.02], [-0.62, 0.29, 0.74], [-1.55, -0.56, -0.01], [-1.66, -1.97, 0.78], [-0.43, -2.25, 1.59], [-2.93, 0.12, -0.46], [-3.98, -1.20, -1.40], [-3.88, -0.95, -3.36], [-3.88, 0.73, 0.69], [-4.26, -0.24, 1.74], [-5.15, 3.08, 4.82], [-1.54, 2.88, -0.97], [-1.49, 4.39, 0.13], [0.60, 5.60, -2.79], [0.42, 4.09, -1.74], [1.26, 4.56, -4.77], [-0.59, 2.11, -3.86], [0.65, 1.90, -5.22], [-0.71, 3.23, -5.42], [1.88, 3.15, -0.48], [3.71, 2.73, -0.94], [3.22, -0.18, -0.83], [-0.98, -0.82, -1.00], [-2.61, -2.12, 1.41], [-1.68, -2.80, -0.04], [0.44, -2.06, 1.07], [-0.45, -1.78, 2.51], [-2.76, 0.97, -1.24], [-5.37, -1.16, -1.03], [-3.52, -2.54, -1.16], [-4.91, 0.93, 0.15], [-2.13, -5.98, 5.12], [-0.63, -5.72, 5.15], [-0.23, -5.68, 3.78], [-1.45, -5.08, 2.89], [-1.20, -3.67, 2.68], [-1.73, -5.99, 1.82], [-2.62, -5.22, 4.02], [-2.35, -7.04, 4.94], [-2.62, -5.67, 6.05], [-0.09, -6.50, 5.69], [-0.40, -4.75, 5.60], [7.45, -1.13, -0.16], [7.16, -0.28, -1.39], [6.53, -1.16, -2.31], [5.65, -2.25, -1.48], [4.29, -1.80, -1.45], [6.03, -3.56, -1.92], [6.31, -1.98, -0.02], [8.33, -1.75, -0.31], [7.58, -0.52, 0.74], [8.07, 0.14, -1.83], [6.47, 0.53, -1.16]], "lowdin_charge": [0.107, -0.042, -0.653, 0.967, -0.364, -0.354, 0.045, -0.071, -0.118, -0.293, -0.051, -0.044, -0.351, 0.000, -0.394, 0.690, -0.355, 1.033, -0.391, -0.368, -0.335, -0.210, -0.065, -0.342, 0.398, 0.055, -0.299, -0.080, 0.070, 0.092, 0.123, 0.155, 0.113, 0.167, 0.095, 0.103, 0.101, 0.076, 0.086, -0.129, 0.176, 0.122, 0.122, 0.104, 0.085, 0.113, -0.003, -0.013, 0.140, -0.179, -0.177, -0.189, 0.699, -0.289, -0.224, -0.197, 0.132, 0.134, 0.135, 0.132, -0.170, -0.172, -0.187, 0.664, -0.261, -0.216, -0.188, 0.134, 0.138, 0.137, 0.129], "charge": 0, "lumo_energy_ev": 0.24, "orbital_gap_ev": 8.203, "homo_energy_ev": -7.96, "e_tot_ev": -128342.4499}